(1)
This record from the OMol25 dataset describes C4H6N2O5S as an isolated structure. The level of theory is ωB97M-V/def2-TZVPD.

The calculation puts the lowest unoccupied orbital energy at 0.41 eV. Its energy above the lowest of the compared OMol25 structures with the same formula, charge and spin is 63.2 kcal/mol. The calculation puts the HOMO-LUMO gap at 0.3611 hartree. The spin multiplicity is 1.

```
18
C4H6N2O5S (ωB97M-V/def2-TZVPD)
C -0.03955 0.63898 1.41735
C -0.91768 1.75169 0.87499
C -0.81739 -0.70403 1.21315
C -0.20599 -1.22310 -0.01800
N 0.99831 0.75923 -1.68175
N -0.53783 -1.80022 -1.14515
O -1.52240 -2.44052 -1.42786
O 0.46142 -1.59876 -1.97525
O 1.20752 0.59594 0.77576
O 2.53359 -0.98139 -0.51143
O -0.72084 2.33898 -0.14680
S 1.23570 -0.41126 -0.56178
H 0.15086 0.81575 2.48183
H -1.80210 1.94774 1.51258
H -0.65449 -1.36679 2.06767
H -1.89005 -0.53297 1.10531
H 1.20026 1.69754 -1.37871
H 1.32066 0.51320 -2.60192
```

=====

(2)
This record from the OMol25 dataset describes a 11-piece molecular cluster, C4H32N2O10S overall. The level of theory is ωB97M-V/def2-TZVPD.

The calculation puts the lowest unoccupied orbital energy at -0.11 eV. Its energy above the lowest of the compared OMol25 structures with the same formula, charge and spin is 38.8 kcal/mol. The SMILES is CNC[C@@H](N)CS.O.O.O.O.O.O.O.O.O.O. The calculation puts the HOMO-LUMO gap at 0.3017 hartree. The spin multiplicity is 1.

```
49
C4H32N2O10S (ωB97M-V/def2-TZVPD)
N -0.50389 0.95538 -0.01745
C -1.81297 0.44505 0.23104
C -2.61033 1.19632 1.37044
S -2.20278 0.66712 3.06348
C -2.68826 0.35400 -1.03629
N -2.29198 -0.73814 -1.86553
C -2.23703 -0.36065 -3.30624
H 0.18409 0.79088 0.69553
H -0.41577 1.80060 -0.55311
H -1.67061 -0.56144 0.61560
H -2.25591 2.23111 1.41525
H -3.68325 1.13207 1.15065
H -1.68120 -0.51062 2.65068
H -2.48946 1.25215 -1.68372
H -3.77776 0.49168 -0.88833
H -1.42314 -1.18534 -1.58808
H -2.35822 0.71129 -3.53357
H -3.04299 -0.97193 -3.79130
H -1.24426 -0.45459 -3.67738
H 0.17821 -3.87703 0.06755
H 1.49418 -4.57514 0.78561
O 0.53019 -4.45597 0.75012
H 3.28129 2.09907 0.90958
H 3.09178 1.54518 2.32259
O 3.59663 1.41339 1.52177
H 2.22087 1.51222 -0.82752
H 3.65697 1.79878 -0.76828
O 2.82486 2.27657 -0.88192
H -0.25043 -1.71197 3.31292
H 0.07895 -2.93228 2.36304
O 0.36894 -2.36924 3.06161
H 0.02830 4.63042 0.27236
H 0.95254 3.50502 0.88430
O 0.06407 3.71646 0.58654
H -0.46691 3.43777 -2.58436
H -1.25115 2.73867 -3.76727
O -1.13492 2.80705 -2.82710
H 0.13502 0.55600 -2.36578
H 1.30626 -0.26155 -1.70249
O 0.57359 -0.33129 -2.35292
H 2.88260 -1.56454 -0.98110
H 3.15290 -0.47676 0.18704
O 2.44795 -0.87812 -0.39795
H 2.46636 -1.95991 2.08957
H 3.31588 -3.30239 2.17349
O 3.19735 -2.46218 1.75223
H 1.67564 -2.18835 -2.65789
H 0.25961 -2.15742 -1.88246
O 0.97020 -2.67559 -2.25944
```

=====

(3)
This record from the OMol25 dataset describes a 2-piece molecular cluster, C12H17ClSi overall. The level of theory is ωB97M-V/def2-TZVPD.

The calculation puts the lowest unoccupied orbital energy (alpha / beta) at 0.74 / -1.77 eV. The calculation puts the HOMO-LUMO gap (alpha / beta) at 0.2578 / 0.2855 hartree. The spin multiplicity is 3.

```
31
C12H17ClSi (ωB97M-V/def2-TZVPD)
C -2.09595 3.70774 0.41778
C -1.66234 2.82112 1.39214
C -1.93366 3.38656 -0.92223
C -1.07684 1.62395 1.03411
C -1.34917 2.19089 -1.28441
C -0.91689 1.27768 -0.31334
C 3.32079 1.25866 -0.55853
C 4.13323 0.30985 -0.32893
C -1.52591 -2.67687 -0.36616
C 0.95999 -2.86112 -0.43017
C -0.16711 -1.85090 1.55417
C -0.21207 -1.98797 0.03092
Si -0.10334 -0.29674 -0.86722
Cl 5.94871 0.56818 0.12552
H -2.55270 4.64475 0.69810
H -1.77847 3.06939 2.43670
H -2.26669 4.07578 -1.68440
H -0.73202 0.95479 1.80730
H -1.22956 1.95410 -2.33136
H 3.41226 2.32363 -0.56000
H 3.98545 -0.75108 -0.34776
H -1.60494 -2.78576 -1.44621
H -1.57044 -3.67100 0.07721
H -2.38652 -2.11139 -0.01613
H 1.91067 -2.41416 -0.15272
H 0.94667 -3.00154 -1.50820
H 0.89842 -3.84363 0.03497
H -1.04201 -1.32545 1.92592
H -0.15748 -2.83983 2.01231
H 0.73212 -1.32193 1.87669
H 0.11580 -0.42769 -2.30606
```

=====

(4)
This record from the OMol25 dataset describes C41H34FeP2S5Si as an isolated structure. The level of theory is ωB97M-V/def2-TZVPD.

The calculation puts the lowest unoccupied orbital energy (alpha / beta) at 0.22 / -0.42 eV. Its energy above the lowest of the compared OMol25 structures with the same formula, charge and spin is 4.3 kcal/mol. The calculation puts the HOMO-LUMO gap (alpha / beta) at 0.2540 / 0.2533 hartree. The spin multiplicity is 5.

```
84
C41H34FeP2S5Si (ωB97M-V/def2-TZVPD)
Fe 0.54240 -0.22069 0.40004
C 4.04476 -0.36055 -0.48954
Si 2.26363 0.13185 -0.97730
C 2.41600 1.94911 -1.47253
C 3.47542 2.68410 -2.01216
C 3.33077 4.03266 -2.23164
C 2.12389 4.65585 -1.92268
C 1.02294 3.90872 -1.41549
C 1.24338 2.58576 -1.06313
P -0.12377 1.62860 -0.31588
C -0.68760 2.50841 1.22117
C -1.91361 2.13252 1.85084
C -2.47598 2.96231 2.85043
C -1.73892 3.99028 3.40842
C -0.42302 4.24135 2.91510
C 0.07472 3.57073 1.77373
C -1.35998 2.03942 -1.57834
C -2.62555 2.59316 -1.30131
C -3.58842 2.75098 -2.31457
C -3.27124 2.45290 -3.63033
C -2.01180 1.99483 -3.93674
C -1.06092 1.79560 -2.96872
C 1.78456 -0.96044 -2.41770
C 2.58462 -0.94868 -3.56299
C 2.45033 -1.92067 -4.53155
C 1.39073 -2.80574 -4.41765
C 0.56071 -2.86321 -3.31576
C 0.79215 -1.96782 -2.26473
P -0.08352 -1.92271 -0.69663
C -1.85142 -2.18273 -0.92361
C -2.41558 -3.44462 -1.28191
C -3.79383 -3.63154 -1.39266
C -4.60243 -2.56454 -1.10719
C -4.08540 -1.32105 -0.70175
C -2.71346 -1.17190 -0.52062
C 0.27569 -3.45553 0.20749
C 1.50037 -4.10678 -0.00176
C 1.84357 -5.22316 0.73581
C 1.01913 -5.64651 1.81526
C -0.11135 -4.93487 2.11100
C -0.55553 -3.88945 1.29354
H 4.69159 -0.32987 -1.41276
H 4.05165 -1.43347 -0.09191
H 4.57886 0.25535 0.25441
H 4.38591 2.15746 -2.37117
H 4.22032 4.57712 -2.60032
H 1.92656 5.69958 -2.19384
H 0.01709 4.25400 -1.40967
H -2.35012 1.20052 1.59455
H -3.53372 2.89747 3.16402
H -2.21346 4.66921 4.15093
H 0.19744 5.00202 3.40803
H 1.02287 3.93305 1.36254
H -2.93803 2.94977 -0.29262
H -4.60270 3.07909 -2.01675
H -4.04989 2.40965 -4.38684
H -1.71920 1.80861 -4.95952
H -0.10827 1.32930 -3.21889
H 3.30155 -0.05862 -3.75920
H 2.97619 -1.91163 -5.44779
H 1.23013 -3.56460 -5.16166
H -0.16081 -3.69428 -3.31934
H -1.80848 -4.31359 -1.45262
H -4.15539 -4.62094 -1.71048
H -5.66906 -2.73149 -1.04047
H -4.74440 -0.46735 -0.42859
H -2.37792 -0.28479 0.01991
H 2.21735 -3.84744 -0.77576
H 2.65621 -5.88023 0.41950
H 1.20761 -6.59692 2.37414
H -0.85050 -5.29172 2.84429
H -1.47661 -3.37912 1.58804
C 2.93631 0.56283 5.77711
S 2.10128 1.86473 4.81202
C 0.54887 1.07289 4.64285
C 0.26651 0.17760 3.60224
S 1.38733 -0.14403 2.38758
S -0.94675 -1.05572 4.00210
C -1.51175 -0.33295 5.51856
S -2.85500 -0.87248 6.31361
S -0.49194 1.04299 6.08566
H 3.99225 0.75688 5.95429
H 2.94519 -0.37848 5.19203
H 2.45847 0.42367 6.76580
```